1.
{
  "formula": "C20H38FIO11S5",
  "method": "wB97M-V/def2-TZVPD",
  "smiles": "O=S1(=O)O[C@@H](I)CC[C@H]1F.O=S1(=O)CCCC1.O=S1(=O)CCCC1.O=S1(=O)CCCC1.O=S1(=O)CCCC1",
  "total_charge": 0,
  "total_energy_ev": -108870.011,
  "species": ["O", "S", "O", "O", "C", "I", "C", "C", "C", "F", "H", "H", "H", "H", "H", "H", "O", "S", "O", "C", "C", "C", "C", "H", "H", "H", "H", "H", "H", "H", "H", "O", "S", "O", "C", "C", "C", "C", "H", "H", "H", "H", "H", "H", "H", "H", "O", "S", "O", "C", "C", "C", "C", "H", "H", "H", "H", "H", "H", "H", "H", "O", "S", "O", "C", "C", "C", "C", "H", "H", "H", "H", "H", "H", "H", "H"],
  "positions_angstrom": [[-1.560039, 0.157267, -0.018016], [-2.289541, -0.840927, -0.737459], [-3.421256, -0.312507, -1.419042], [-1.219683, -1.568275, -1.725126], [-1.723194, -2.875794, -2.000946], [-0.765447, -3.673929, -3.758966], [-1.340768, -3.808067, -0.819152], [-1.510259, -3.067745, 0.540288], [-2.757856, -2.198531, 0.403480], [-3.207973, -1.707613, 1.591167], [-2.801700, -2.847072, -2.172051], [-1.967743, -4.702815, -0.825534], [-0.289745, -4.055931, -0.967661], [-0.646560, -2.424553, 0.728893], [-1.616276, -3.786023, 1.355508], [-3.547722, -2.798632, -0.061930], [-2.211988, 2.934481, -3.050557], [-2.441525, 1.792993, -3.902105], [-2.643597, 0.473489, -3.356570], [-3.784330, 2.178076, -5.020302], [-3.100084, 2.823258, -6.221742], [-1.848547, 1.980343, -6.498995], [-1.152820, 1.742135, -5.154462], [-4.498220, 2.832080, -4.523950], [-4.264100, 1.238964, -5.295819], [-3.763366, 2.859094, -7.085548], [-2.807017, 3.847554, -5.977893], [-2.144206, 1.022689, -6.935098], [-1.184697, 2.467924, -7.206071], [-0.659412, 0.774761, -5.117613], [-0.437736, 2.529673, -4.927967], [-2.157382, -4.151020, 5.871329], [-1.222036, -3.132828, 5.458645], [0.107465, -3.467673, 5.000157], [-2.016143, -2.092267, 4.239824], [-2.695427, -1.002480, 5.060096], [-1.679027, -0.598164, 6.136288], [-1.113771, -1.887943, 6.743925], [-2.709061, -2.683485, 3.649882], [-1.237700, -1.675735, 3.600277], [-2.985405, -0.157408, 4.436649], [-3.597090, -1.398383, 5.533531], [-0.872163, -0.023322, 5.675422], [-2.130374, 0.029839, 6.903142], [-0.077513, -1.773770, 7.043915], [-1.708342, -2.226166, 7.590612], [2.770584, 0.594572, 9.257297], [2.488395, -0.693617, 8.679443], [1.143793, -1.215283, 8.613254], [3.223990, -0.764749, 7.049897], [4.635407, -1.287062, 7.295918], [4.488948, -2.420569, 8.318812], [3.566297, -1.915654, 9.435203], [3.199915, 0.223137, 6.595136], [2.641384, -1.468146, 6.452884], [5.098837, -1.632318, 6.372777], [5.260135, -0.492716, 7.711119], [4.039643, -3.290335, 7.835018], [5.453517, -2.730920, 8.718690], [2.958980, -2.714350, 9.854384], [4.125540, -1.420723, 10.227207], [1.041585, 1.959204, -7.039310], [1.215931, 3.181234, -7.781033], [0.145121, 3.772893, -8.543965], [1.904511, 4.415725, -6.684401], [3.413123, 4.223276, -6.800040], [3.696093, 4.018919, -8.293575], [2.670622, 3.007487, -8.820827], [1.525369, 4.263145, -5.675861], [1.601075, 5.394181, -7.056458], [3.955472, 5.077973, -6.398263], [3.719612, 3.335910, -6.241462], [3.579840, 4.969128, -8.819156], [4.713710, 3.671770, -8.467745], [2.395088, 3.208206, -9.853449], [3.028859, 1.984121, -8.723952]],
  "forces_ev_per_angstrom": [[0.733, -0.932, 0.326], [-0.416, 3.231, 0.509], [-0.783, -2.050, 0.966], [-1.040, -0.296, 0.497], [0.592, -1.043, 0.253], [-0.375, 0.400, 0.129], [0.068, 0.707, 0.146], [-0.125, 0.072, -0.572], [0.722, -1.237, -0.315], [0.048, 0.436, -0.334], [0.172, 0.056, -0.345], [0.188, -0.002, -0.214], [-0.146, -0.318, 0.243], [-0.063, -0.137, 0.131], [-0.043, 0.120, -0.037], [-0.182, 0.388, 0.084], [-0.006, -0.103, 0.131], [0.017, -0.212, -0.381], [0.580, 0.807, -1.251], [-0.181, 0.216, -0.271], [0.092, -0.069, 0.039], [-0.260, 0.056, 0.000], [0.053, 0.023, -0.330], [0.052, -0.076, 0.152], [0.031, -0.023, 0.064], [0.005, 0.025, 0.012], [-0.044, 0.001, 0.003], [-0.008, -0.001, 0.035], [-0.303, -0.122, 0.120], [0.024, 0.035, 0.166], [-0.046, -0.009, 0.110], [0.176, -0.191, -0.085], [-0.025, 0.458, 0.029], [-0.064, -0.280, 0.032], [-0.152, 0.171, -0.036], [0.014, 0.042, 0.106], [-0.031, -0.024, -0.083], [-0.053, 0.311, 0.017], [0.081, -0.137, 0.067], [0.016, -0.045, 0.008], [-0.003, -0.034, -0.022], [0.002, -0.019, -0.039], [-0.010, -0.011, -0.003], [0.035, -0.011, 0.009], [-0.118, -0.196, 0.016], [0.022, -0.121, -0.050], [-0.204, 0.013, 0.059], [0.222, -0.193, -0.207], [0.067, 0.301, 0.297], [0.218, -0.057, -0.254], [0.033, -0.007, 0.119], [-0.015, -0.014, -0.084], [0.274, -0.321, 0.049], [-0.127, 0.035, 0.106], [-0.042, 0.012, 0.042], [-0.015, 0.014, 0.003], [-0.020, 0.019, -0.036], [-0.014, 0.025, 0.000], [-0.022, 0.002, 0.015], [-0.107, 0.127, 0.047], [-0.089, 0.106, -0.022], [0.027, -0.105, -0.122], [0.643, 0.454, -0.144], [-0.170, -0.256, 0.069], [0.252, 0.145, 0.194], [0.033, -0.104, -0.060], [-0.015, 0.069, 0.040], [0.371, 0.102, -0.196], [-0.129, -0.060, -0.068], [-0.066, -0.041, -0.024], [-0.016, -0.012, 0.012], [-0.024, 0.027, 0.032], [-0.016, -0.011, 0.012], [-0.020, -0.006, -0.015], [-0.145, -0.094, 0.036], [-0.126, -0.022, 0.065]]
}

=====

2.
{
  "formula": "C3H11NOP",
  "method": "wB97M-V/def2-TZVPD",
  "s2": 2.006,
  "de_lowest_kcal_mol": 28.43,
  "multiplicity": 3,
  "total_charge": 1,
  "total_energy_ev": -16103.340,
  "species": ["C", "C", "C", "N", "O", "P", "H", "H", "H", "H", "H", "H", "H", "H", "H", "H", "H"],
  "positions_angstrom": [[0.688676, -1.671552, 0.244318], [0.566576, -0.266074, -0.405327], [-0.403612, 0.663750, 0.365422], [0.043280, 2.153045, 0.227267], [1.822551, 0.345249, -0.556115], [-2.837703, -0.239007, -0.154142], [1.097614, -1.406421, 1.219831], [1.235871, -2.425452, -0.282142], [-0.281176, -2.180121, 0.540562], [0.221402, -0.550153, -1.517176], [-0.399361, 0.338322, 1.355899], [0.077444, 2.702499, 1.156908], [-0.528153, 2.634973, -0.442088], [0.995687, 1.989871, 0.059149], [2.424480, -0.174058, -1.056105], [-2.274578, -1.257866, 0.585574], [-2.448997, -0.657011, -1.341838]],
  "forces_ev_per_angstrom": [[-1.858, 1.023, 2.164], [-1.573, -2.342, -3.638], [3.719, 1.026, -1.329], [-1.698, -1.213, 3.775], [-0.789, 1.736, 1.490], [-2.017, 1.256, 1.635], [0.686, -0.702, 0.142], [0.677, 0.084, -0.478], [0.745, 0.916, -0.788], [-0.064, 1.151, 2.023], [-0.927, 0.017, 1.833], [-0.745, -1.118, -1.666], [0.109, 0.463, -0.736], [2.321, 0.369, -1.657], [0.699, -0.822, -0.737], [0.116, -0.725, 0.216], [0.601, -1.120, -2.249]]
}

=====

3.
{
  "formula": "C27H34N5O3",
  "method": "wB97M-V/def2-TZVPD",
  "de_lowest_kcal_mol": 4.06,
  "total_charge": 1,
  "total_energy_ev": -42132.512,
  "species": ["C", "C", "C", "N", "N", "C", "C", "H", "H", "H", "H", "H", "H", "H", "H", "H", "H", "C", "N", "C", "O", "C", "C", "C", "C", "C", "C", "C", "C", "N", "C", "C", "C", "C", "C", "C", "N", "O", "O", "C", "C", "C", "C", "C", "C", "H", "H", "H", "H", "H", "H", "H", "H", "H", "H", "H", "H", "H", "H", "H", "H", "H", "H", "H", "H", "H", "H", "H", "H"],
  "positions_angstrom": [[-1.482545, 2.374705, 4.890450], [-1.369006, 0.830722, 4.822874], [0.089162, 0.529973, 4.434061], [0.847089, 1.781012, 4.666778], [2.164766, 1.899641, 4.305509], [3.109037, 1.558037, 5.081187], [-0.087149, 2.918820, 4.537880], [-2.250229, 2.756605, 4.206722], [-1.778939, 2.697562, 5.895582], [-1.610316, 0.379879, 5.792889], [-2.075264, 0.401742, 4.101989], [0.536643, -0.285861, 5.010146], [0.178049, 0.283609, 3.371219], [4.127045, 1.638672, 4.760889], [2.913657, 1.226100, 6.078605], [-0.039890, 3.267338, 3.502674], [0.239374, 3.736393, 5.188069], [1.156287, -2.582499, -4.717088], [0.360128, -2.168084, -3.573667], [-0.640342, -2.968303, -3.072067], [-0.970821, -4.053512, -3.497053], [-1.237301, -2.241317, -1.880095], [-1.079792, -3.059225, -0.596859], [-1.788231, -4.381021, -0.627037], [-1.078493, -5.568174, -0.525327], [-1.722879, -6.784719, -0.598993], [-3.088917, -6.828103, -0.777698], [-3.810729, -5.657465, -0.873467], [-3.163012, -4.442555, -0.793310], [-0.535971, -0.921718, -1.790689], [-0.822314, 0.066819, -0.902113], [-0.141301, 1.267172, -0.865234], [-0.372815, 2.313354, -0.002271], [0.373534, 3.528060, -0.037127], [1.415201, 3.733440, -0.955419], [2.121120, 4.913834, -0.976325], [3.188896, 5.094170, -1.946716], [3.815690, 6.169222, -1.944808], [3.432288, 4.167652, -2.741219], [1.811382, 5.922500, -0.080342], [0.791490, 5.749752, 0.833040], [0.079135, 4.573246, 0.856248], [0.505657, -0.859801, -2.879191], [1.909199, -0.772317, -2.287822], [0.178824, 0.246404, -3.879274], [0.862129, -3.583228, -5.023596], [1.005854, -1.904473, -5.554347], [2.211711, -2.594566, -4.454817], [-2.297865, -2.047425, -2.088431], [-0.012792, -3.217905, -0.412378], [-1.439770, -2.476475, 0.253474], [-0.011303, -5.533913, -0.394798], [-1.158147, -7.700074, -0.521088], [-3.590220, -7.778418, -0.853390], [-4.879204, -5.693829, -1.015755], [-3.727691, -3.529744, -0.866513], [-1.621368, -0.094301, -0.202344], [0.642925, 1.401238, -1.579319], [-1.151442, 2.216543, 0.731755], [1.688239, 2.977442, -1.666745], [2.379457, 6.835539, -0.117477], [0.553501, 6.539113, 1.525306], [-0.723553, 4.445834, 1.559147], [2.094855, -1.644809, -1.661694], [2.658518, -0.743863, -3.076915], [2.049128, 0.110767, -1.671405], [-0.798663, 0.057166, -4.322773], [0.149059, 1.232447, -3.425517], [0.919251, 0.275156, -4.675970]],
  "forces_ev_per_angstrom": [[0.197, -0.007, 0.179], [0.198, -0.013, 0.162], [0.969, 0.478, -0.083], [-2.462, -0.668, 2.978], [1.162, 0.816, -1.996], [-1.566, 0.009, -0.027], [1.128, -0.419, -0.492], [0.240, -0.041, 0.085], [0.129, -0.109, -0.233], [0.120, 0.156, -0.213], [0.231, 0.072, 0.086], [-0.164, 0.057, -0.128], [-0.113, -0.292, -0.311], [0.331, 0.159, -0.377], [-0.160, -0.467, 0.754], [-0.160, 0.347, -0.302], [-0.112, -0.089, -0.132], [0.183, 0.422, 0.088], [-0.915, -0.085, 1.014], [0.680, 0.321, -0.650], [0.085, 0.715, 0.408], [-0.879, 0.314, 0.617], [0.320, 0.089, 0.410], [-0.065, -0.239, -0.167], [0.099, 0.297, 0.016], [0.112, -0.160, 0.065], [-0.107, -0.313, -0.062], [-0.240, 0.091, -0.014], [0.107, 0.137, 0.042], [-0.446, 0.749, 0.811], [0.383, -2.766, -2.062], [0.654, 1.753, 0.396], [-0.042, -1.492, -0.848], [0.594, 1.112, 0.044], [0.018, -0.231, -0.137], [-0.667, -0.272, 0.509], [2.148, 0.598, -1.811], [-1.395, -1.906, 0.285], [-0.687, 1.282, 1.454], [0.400, 0.368, -0.173], [-0.013, 0.054, 0.036], [-0.119, -0.495, -0.225], [0.470, -0.285, -0.706], [0.005, -0.009, 0.218], [-0.198, 0.130, 0.051], [-0.171, 0.044, 0.210], [0.005, 0.020, -0.109], [0.107, -0.035, -0.034], [0.165, -0.107, 0.073], [-0.005, -0.007, -0.078], [-0.097, 0.167, -0.004], [0.308, -0.013, 0.010], [0.079, -0.097, 0.004], [-0.098, -0.151, 0.012], [-0.125, 0.024, -0.004], [-0.247, 0.259, -0.033], [-0.335, -0.436, 0.131], [0.108, 0.019, -0.076], [-0.297, 0.043, 0.341], [0.147, -0.089, -0.185], [0.092, 0.180, 0.018], [-0.018, 0.113, 0.086], [-0.210, -0.031, 0.228], [0.018, -0.026, -0.020], [-0.072, -0.016, -0.062], [0.077, 0.031, -0.026], [0.000, -0.023, -0.027], [0.058, 0.047, -0.045], [0.057, -0.084, 0.032]]
}

=====

4.
{
  "formula": "C3H3N3O2",
  "method": "wB97M-V/def2-TZVPD",
  "de_lowest_kcal_mol": 173.84,
  "smiles": "[H]/N=C/N(O)C(=O)C#N",
  "total_charge": 0,
  "total_energy_ev": -11718.418,
  "species": ["H", "N", "C", "N", "O", "C", "O", "C", "N", "H", "H"],
  "positions_angstrom": [[0.129063, 3.278882, 0.526208], [0.340044, 2.183334, 0.088005], [-0.792971, 1.469435, 0.022599], [-0.869233, 0.071638, -0.244390], [-2.116893, -0.635564, -0.278010], [0.168834, -0.694964, 0.121432], [-0.099827, -1.833968, 0.372215], [1.529867, -0.204428, 0.200997], [2.751363, -0.393029, -0.380210], [-1.762700, 1.656954, 0.386178], [-1.622205, -1.633442, 0.019964]],
  "forces_ev_per_angstrom": [[0.363, -4.252, -1.695], [-4.252, 0.897, 0.826], [2.749, 1.027, 0.888], [0.618, 1.673, -0.716], [3.036, -1.319, 1.035], [-0.515, 0.538, -0.059], [0.149, -3.138, 0.570], [12.307, -1.889, -6.404], [-11.910, 2.112, 6.055], [-1.256, 1.527, 0.183], [-1.289, 2.823, -0.682]]
}